No. 1
{"formula": "C3H3BrF2", "method": "ωB97M-V/def2-TZVPD", "symbols": ["C", "C", "C", "F", "F", "Br", "H", "H", "H"], "coordinates": [[1.1325, 1.6442, -0.5508], [0.2465, 1.3695, -1.3029], [0.0543, -1.9838, 1.1416], [0.3466, -1.7945, -0.2043], [-0.8822, -3.0128, 1.1145], [-1.2736, -0.0796, 1.3315], [1.6812, 1.9199, 0.4073], [-0.9050, 0.7644, 0.1023], [-0.4003, 1.1728, -2.0391]], "lowdin_charge": [0.016, -0.048, -0.316, -0.130, -0.097, 0.637, 0.091, -0.160, 0.007], "e_homo_ev": -9.4, "multiplicity": 1, "orbital_gap_ev": 9.74}

No. 2
{"formula": "CH6O4Si", "method": "ωB97M-V/def2-TZVPD", "symbols": ["O", "C", "O", "O", "H", "H", "O", "Si", "H", "H", "H", "H"], "coordinates": [[-1.3434, 0.8297, 1.4569], [-0.6596, 1.7433, 0.9331], [0.4060, 1.5104, 0.1731], [-0.7367, 3.0881, 1.1971], [0.5328, 0.5657, 0.1508], [0.1096, 3.6209, 0.9341], [0.4547, -1.2599, 0.2220], [0.3363, -2.0531, -1.2428], [0.2569, -1.5470, 1.1051], [0.1032, -0.7788, -1.9552], [-0.8932, -2.8206, -1.2957], [1.4333, -2.8986, -1.6787]], "lowdin_charge": [0.062, -0.583, 0.109, 0.080, 0.044, 0.176, -0.315, 0.581, 0.056, -0.045, -0.080, -0.084], "smiles": "O=C(O)O.O[SiH3]", "e_homo_ev": -10.8, "multiplicity": 1, "orbital_gap_ev": 11.17}

No. 3
{"formula": "C3H18NO4", "method": "ωB97M-V/def2-TZVPD", "symbols": ["C", "C", "C", "N", "H", "H", "H", "H", "H", "H", "H", "H", "H", "H", "H", "H", "O", "H", "H", "O", "H", "H", "O", "H", "H", "O"], "coordinates": [[0.6040, 1.7332, -0.7659], [-0.4866, 1.2371, -1.7535], [0.0833, 0.6427, -3.0148], [-1.3406, 0.2073, -0.9429], [0.6682, 2.8213, -0.7405], [0.4197, 1.4685, 0.2768], [1.5638, 1.2969, -1.0227], [-1.2075, 2.0200, -1.9632], [0.6100, -0.3064, -2.9052], [0.8364, 1.3054, -3.4420], [-0.7402, 0.5360, -3.7228], [-1.3231, -0.7764, -1.2267], [-1.1033, 0.2298, 0.0829], [-2.3079, 0.5216, -0.9323], [0.6973, 0.7627, 3.9588], [2.0836, 0.7917, 3.2232], [1.1613, 0.5489, 3.1459], [0.6567, -1.1332, 2.3592], [0.1699, -2.4002, 3.0124], [0.1510, -1.9480, 2.1560], [1.6956, -3.2830, -0.8258], [0.4994, -3.5038, 0.0430], [0.7573, -3.0880, -0.7761], [-1.1380, -0.6902, 1.8546], [-1.3367, 0.9007, 2.1655], [-1.6735, 0.1055, 1.7560]], "lowdin_charge": [-0.027, -0.326, -0.052, 0.199, 0.092, 0.058, 0.087, 0.139, 0.093, 0.098, 0.090, 0.163, 0.088, 0.158, 0.068, 0.067, -0.034, 0.016, 0.077, -0.061, 0.039, 0.014, -0.061, 0.004, 0.054, -0.043], "charge": 1, "e_homo_ev": -14.4, "multiplicity": 1, "orbital_gap_ev": 11.63}

No. 4
{"formula": "C10H24MnO6", "method": "ωB97M-V/def2-TZVPD", "symbols": ["Mn", "O", "C", "C", "O", "H", "H", "H", "H", "C", "O", "C", "C", "O", "C", "H", "H", "H", "H", "H", "H", "H", "H", "H", "H", "C", "O", "C", "C", "O", "C", "H", "H", "H", "H", "H", "H", "H", "H", "H", "H"], "coordinates": [[38.5923, 33.4066, 36.7463], [36.5687, 32.7404, 36.2898], [35.8474, 33.9312, 36.1372], [36.6591, 35.2048, 35.7386], [37.9551, 35.4286, 36.2803], [35.2405, 34.0329, 37.0369], [35.0166, 34.0108, 35.4361], [36.1122, 36.1058, 36.0165], [36.6618, 35.3234, 34.6551], [37.1106, 33.4297, 39.7760], [38.1638, 32.8999, 38.9354], [38.4416, 31.4926, 39.2148], [39.5912, 30.9410, 38.3102], [39.2488, 31.3355, 36.9990], [39.5453, 30.3832, 35.9385], [36.9383, 34.4347, 39.3908], [37.6619, 33.4635, 40.7157], [36.1790, 32.9253, 40.0327], [37.6015, 30.8273, 39.0158], [38.6065, 31.3845, 40.2868], [39.5191, 29.8549, 38.3678], [40.4762, 31.4797, 38.6488], [38.9073, 29.5206, 36.1311], [40.6026, 30.1353, 35.8446], [39.1949, 30.7025, 34.9570], [39.3095, 33.3212, 33.7561], [39.7310, 33.2563, 35.1370], [41.0060, 33.9463, 35.3462], [41.4586, 33.6695, 36.7347], [40.4064, 34.1574, 37.6356], [40.9055, 34.3119, 38.8738], [39.1863, 34.3414, 33.3926], [38.4390, 32.6813, 33.6123], [40.0839, 32.8326, 33.1649], [40.7136, 34.9863, 35.2013], [41.6978, 33.5896, 34.5832], [42.3897, 34.2150, 36.8880], [41.7583, 32.6394, 36.9274], [40.1417, 34.5608, 39.6105], [41.7054, 35.0286, 39.0598], [41.2999, 33.3969, 39.3156]], "lowdin_charge": [0.876, -0.355, -0.406, -0.383, -0.372, 0.073, 0.078, 0.081, 0.074, -0.046, -0.271, -0.135, -0.150, -0.274, -0.023, 0.103, 0.083, 0.100, 0.130, 0.124, 0.135, 0.107, 0.099, 0.098, 0.086, -0.038, -0.327, -0.124, -0.132, -0.207, -0.148, 0.107, 0.102, 0.087, 0.145, 0.137, 0.137, 0.132, 0.104, 0.104, 0.089], "s2": 8.75, "e_homo_ev": [-6.3, -6.3], "multiplicity": 6, "orbital_gap_ev": [6.59, 6.61]}